{
  "formula": "C12H14IrN2O4STe4",
  "method": "the ωB97M-V functional and the def2-TZVPD basis",
  "charge": -1,
  "multiplicity": 5,
  "e_homo_ev": [-4.304, -4.551],
  "symbols": ["Ir", "C", "C", "C", "C", "C", "C", "C", "S", "O", "O", "N", "C", "C", "O", "O", "H", "H", "H", "H", "H", "H", "H", "H", "H", "Te", "Te", "Te", "Te", "C", "C", "C", "N", "H", "H", "H", "H", "H"],
  "coordinates": [[1.292, -0.758, 0.183], [-4.772, -2.375, -2.555], [-3.780, -1.365, -2.050], [-2.528, -1.245, -2.641], [-1.574, -0.382, -2.123], [-1.879, 0.368, -1.001], [-3.134, 0.290, -0.412], [-4.078, -0.571, -0.943], [-0.628, 1.338, -0.219], [-1.143, 2.661, 0.037], [0.542, 1.269, -1.111], [-0.290, 0.495, 1.091], [0.189, 1.230, 2.268], [1.486, 0.641, 2.846], [2.036, 1.272, 3.750], [1.885, -0.471, 2.359], [-4.608, -2.598, -3.610], [-5.797, -2.024, -2.430], [-4.667, -3.309, -1.998], [-2.275, -1.864, -3.494], [-0.584, -0.323, -2.555], [-3.352, 0.882, 0.467], [-5.053, -0.651, -0.476], [-0.554, 1.170, 3.069], [0.351, 2.290, 2.065], [2.085, -3.189, -0.135], [1.858, -2.760, -2.704], [-1.410, -4.574, -0.333], [-0.831, -2.320, 0.864], [4.489, 2.633, 1.994], [5.071, 1.609, 1.015], [4.022, 0.793, 0.414], [3.202, 0.145, -0.054], [5.305, 3.187, 2.457], [3.899, 2.143, 2.769], [3.845, 3.338, 1.470], [5.758, 0.929, 1.521], [5.619, 2.094, 0.205]],
  "nbo_charge": [0.72, -0.63, 0.00, -0.23, -0.12, -0.37, -0.16, -0.23, 2.31, -0.96, -0.98, -0.99, -0.36, 0.77, -0.72, -0.77, 0.21, 0.21, 0.23, 0.21, 0.25, 0.23, 0.21, 0.21, 0.22, 0.17, -0.33, -0.31, 0.11, -0.61, -0.51, 0.45, -0.42, 0.21, 0.27, 0.21, 0.25, 0.24]
}

***

{
  "formula": "C37H33BFN5O7OsS",
  "method": "the ωB97M-V functional and the def2-TZVPD basis",
  "charge": 2,
  "multiplicity": 5,
  "e_homo_ev": [-12.278, -12.434],
  "symbols": ["Os", "O", "S", "O", "N", "C", "C", "C", "C", "C", "C", "C", "C", "N", "C", "C", "C", "C", "C", "C", "C", "H", "H", "H", "H", "H", "H", "H", "H", "H", "H", "H", "C", "C", "N", "C", "C", "C", "O", "O", "C", "O", "C", "C", "C", "F", "C", "C", "C", "N", "C", "C", "N", "C", "C", "H", "H", "H", "H", "H", "H", "H", "H", "H", "H", "H", "H", "H", "H", "H", "H", "H", "H", "O", "B", "O", "C", "C", "C", "C", "C", "C", "H", "H", "H", "H"],
  "coordinates": [[2.268, -1.628, 0.139], [1.444, -0.454, 4.224], [1.206, -1.481, 3.259], [0.074, -1.390, 2.382], [2.520, -1.564, 2.214], [3.829, -1.471, 2.723], [4.242, -1.544, 4.037], [5.608, -1.461, 4.361], [6.552, -1.302, 3.392], [6.158, -1.220, 2.038], [7.074, -1.050, 0.984], [6.614, -0.962, -0.299], [5.249, -1.057, -0.554], [4.340, -1.229, 0.408], [4.794, -1.306, 1.717], [1.209, -3.040, 4.054], [1.199, -3.065, 5.444], [1.152, -4.297, 6.081], [1.118, -5.466, 5.331], [1.123, -5.420, 3.941], [1.165, -4.202, 3.287], [3.514, -1.660, 4.824], [5.906, -1.522, 5.400], [7.605, -1.238, 3.640], [8.134, -0.990, 1.203], [7.288, -0.824, -1.134], [4.886, -0.980, -1.561], [1.225, -2.138, 6.004], [1.145, -4.342, 7.162], [1.080, -6.425, 5.835], [1.086, -6.338, 3.366], [1.146, -4.158, 2.205], [-5.258, -0.739, -1.866], [-4.808, -0.514, -0.431], [-3.346, -0.324, -0.328], [-2.580, -1.410, -0.167], [-1.214, -1.414, -0.143], [-0.584, -2.738, 0.126], [-1.221, -3.698, 0.452], [0.746, -2.793, -0.043], [-0.512, -0.192, -0.294], [0.741, -0.032, -0.293], [-1.345, 0.998, -0.456], [-0.735, 2.248, -0.571], [-1.487, 3.375, -0.707], [-0.862, 4.565, -0.758], [-2.887, 3.326, -0.770], [-3.489, 2.087, -0.663], [-2.741, 0.919, -0.478], [-3.714, 4.478, -0.930], [-3.151, 5.690, -1.530], [-4.321, 6.605, -1.974], [-5.610, 5.865, -1.764], [-5.819, 5.564, -0.308], [-4.567, 4.820, 0.211], [-6.338, -0.883, -1.901], [-4.784, -1.631, -2.280], [-4.999, 0.112, -2.501], [-5.058, -1.365, 0.196], [-5.302, 0.346, 0.010], [-3.094, -2.353, -0.025], [0.345, 2.321, -0.524], [-4.567, 2.038, -0.745], [-2.553, 5.413, -2.392], [-2.512, 6.241, -0.841], [-4.253, 6.875, -3.024], [-4.380, 7.517, -1.386], [-5.530, 4.973, -2.252], [-6.400, 6.377, -2.148], [-6.726, 4.973, -0.219], [-5.970, 6.512, 0.199], [-4.869, 3.916, 0.727], [-4.030, 5.446, 0.931], [3.258, -0.889, -2.820], [2.397, -1.601, -1.989], [1.395, -2.196, -2.745], [1.649, -1.850, -4.062], [0.954, -2.209, -5.193], [1.445, -1.715, -6.400], [2.578, -0.907, -6.448], [3.272, -0.559, -5.291], [2.771, -1.057, -4.112], [0.083, -2.852, -5.144], [0.938, -1.973, -7.321], [2.932, -0.546, -7.406], [4.161, 0.061, -5.317]],
  "mulliken_spin": [3.58, 0.02, -0.02, -0.01, 0.16, 0.01, 0.07, -0.03, 0.07, -0.02, 0.04, -0.03, 0.04, -0.02, -0.03, 0.01, 0.00, 0.00, 0.00, 0.00, -0.02, 0.00, 0.00, 0.00, 0.00, 0.00, 0.00, 0.00, 0.00, 0.00, 0.00, 0.03, 0.00, 0.00, 0.01, 0.00, -0.05, -0.03, 0.04, 0.06, 0.00, 0.11, 0.00, 0.01, 0.00, 0.00, 0.00, 0.00, 0.00, 0.00, 0.00, 0.00, 0.00, 0.00, 0.00, 0.00, 0.00, 0.00, 0.00, 0.00, 0.00, -0.01, 0.00, 0.00, 0.00, 0.00, 0.00, 0.00, 0.00, 0.00, 0.00, 0.00, 0.00, 0.03, -0.10, 0.03, 0.01, 0.00, 0.00, 0.00, 0.00, 0.01, 0.00, 0.00, 0.00, 0.00]
}

***

{
  "formula": "C17H35FN3O15S2",
  "method": "the ωB97M-V functional and the def2-TZVPD basis",
  "charge": -1,
  "e_homo_ev": -5.320,
  "symbols": ["C", "O", "H", "H", "H", "C", "C", "O", "N", "C", "H", "H", "H", "H", "H", "H", "H", "C", "C", "O", "N", "C", "H", "H", "H", "H", "H", "H", "H", "C", "C", "O", "N", "C", "H", "H", "H", "H", "H", "H", "H", "C", "C", "O", "C", "O", "O", "F", "H", "H", "H", "C", "C", "O", "S", "O", "O", "O", "H", "H", "H", "H", "C", "C", "O", "S", "O", "O", "O", "H", "H", "H", "H"],
  "coordinates": [[0.104, 0.375, 0.544], [0.953, -0.679, 0.928], [0.536, 1.352, 0.331], [-0.305, 0.148, -0.440], [-0.617, 0.604, 1.329], [2.243, 0.034, 4.238], [2.516, -1.435, 4.362], [2.812, -1.883, 5.469], [2.488, -2.134, 3.289], [2.411, -3.601, 3.279], [1.468, 0.354, 4.935], [1.891, 0.354, 3.257], [3.102, 0.633, 4.539], [2.112, -1.660, 2.481], [3.034, -3.912, 2.440], [1.394, -3.940, 3.086], [2.753, -4.033, 4.220], [4.342, -1.912, 0.205], [3.504, -2.938, -0.434], [4.005, -3.660, -1.302], [2.264, -3.065, 0.003], [1.161, -3.927, -0.418], [5.351, -2.196, 0.503], [3.783, -1.407, 0.993], [4.475, -1.074, -0.480], [1.858, -2.199, 0.328], [0.292, -3.358, -0.747], [0.849, -4.576, 0.400], [1.321, -4.420, -1.376], [-0.155, 4.057, -2.170], [-0.972, 3.281, -3.152], [-1.956, 2.629, -2.796], [-0.551, 3.306, -4.422], [-1.220, 2.687, -5.563], [-0.825, 4.755, -1.668], [0.606, 4.654, -2.673], [0.438, 3.434, -1.501], [0.148, 3.989, -4.677], [-0.480, 2.063, -6.063], [-1.489, 3.443, -6.301], [-2.163, 2.237, -5.251], [0.604, 0.008, -3.344], [1.170, -1.245, -2.765], [2.236, -1.582, -3.581], [2.228, -0.871, -4.794], [2.962, -1.019, -5.755], [1.183, 0.094, -4.606], [0.196, -2.159, -2.728], [0.812, 1.007, -2.961], [-0.476, -0.101, -3.451], [1.520, -1.146, -1.738], [-2.179, 3.529, 1.900], [-2.649, 3.042, 0.503], [-3.207, 4.146, -0.113], [-3.473, 5.466, 0.892], [-4.881, 5.862, 0.959], [-2.428, 6.477, 0.680], [-3.028, 4.616, 2.212], [-1.143, 3.843, 1.773], [-2.275, 2.865, 2.759], [-3.410, 2.293, 0.724], [-1.846, 2.699, -0.149], [-2.999, -1.053, 2.013], [-2.201, -2.370, 1.758], [-2.883, -3.498, 2.255], [-4.426, -3.122, 2.741], [-4.363, -3.020, 4.235], [-5.422, -3.907, 2.045], [-4.278, -1.605, 2.111], [-3.008, -0.380, 1.156], [-2.566, -0.473, 2.828], [-1.149, -2.348, 2.041], [-2.106, -2.426, 0.674]],
  "mulliken_charge": [-1.15, -0.83, 0.45, 0.37, 0.12, -0.79, 0.84, -0.75, 0.06, -0.87, 0.29, 0.08, 0.25, -0.04, 0.26, 0.18, 0.39, -0.85, 0.92, -0.74, 0.43, -1.01, 0.33, 0.13, 0.26, -0.14, 0.19, 0.31, 0.38, -0.91, 0.81, -0.67, -0.17, -0.92, 0.22, 0.48, 0.11, 0.23, 0.25, 0.36, 0.30, -0.26, 1.18, -0.38, 0.51, -0.56, -0.38, -0.35, -0.04, 0.31, -0.12, -0.30, 0.40, -0.30, 1.04, -0.54, -0.55, -0.40, 0.33, 0.29, 0.16, -0.18, 0.12, 0.03, -0.36, 1.05, -0.54, -0.52, -0.42, 0.13, 0.24, 0.08, 0.16]
}

***

{
  "formula": "C4H10O2",
  "method": "the ωB97M-V functional and the def2-TZVPD basis",
  "charge": 0,
  "e_homo_ev": -9.044,
  "symbols": ["C", "C", "C", "C", "H", "H", "H", "H", "H", "H", "O", "H", "H", "O", "H", "H"],
  "coordinates": [[1.316, -1.410, 0.023], [1.887, -0.196, 0.039], [2.441, 0.316, 1.302], [2.927, 1.569, 1.342], [1.288, -1.879, 1.012], [0.821, -2.089, -0.658], [2.237, 0.140, -0.936], [2.598, -0.313, 2.169], [3.675, 1.912, 2.039], [2.504, 2.177, 0.546], [-3.232, 1.301, -0.459], [-2.322, 1.351, -0.183], [-3.237, 0.355, -0.743], [-3.368, -1.378, -1.531], [-3.553, -1.031, -2.397], [-2.561, -1.888, -1.452]],
  "nbo_charge": [-0.37, -0.24, -0.22, -0.37, 0.17, 0.20, 0.21, 0.21, 0.21, 0.19, -0.96, 0.46, 0.48, -0.96, 0.49, 0.49]
}

***

| no. | energy (Ha) |
| --- | --- |
| 1 | -2450.784560 |
| 2 | -2843.362712 |
| 3 | -2857.850781 |
| 4 | -308.801619 |